{"formula": "C42H55Cl2N5O9PRbSSb2Te", "method": "ωB97M-V/def2-TZVPD", "e_lumo_ev": [2.67, 2.67], "total_charge": -2, "homo_lumo_gap_ev": [3.47, 3.46], "max_force_ev_per_a": 2.8, "elements": ["Rb", "Cl", "C", "Cl", "H", "H", "C", "Sb", "C", "C", "C", "C", "C", "C", "C", "C", "C", "Sb", "C", "C", "H", "H", "H", "H", "H", "H", "H", "H", "H", "H", "H", "H", "H", "H", "H", "H", "H", "H", "H", "H", "O", "O", "N", "C", "C", "C", "C", "C", "C", "C", "H", "H", "H", "H", "H", "O", "C", "N", "C", "C", "N", "C", "C", "N", "H", "H", "H", "H", "H", "C", "S", "O", "O", "O", "H", "H", "H", "C", "C", "C", "C", "C", "C", "N", "C", "C", "C", "C", "C", "C", "H", "H", "H", "H", "H", "H", "H", "H", "H", "H", "C", "C", "O", "P", "O", "Te", "O", "C", "C", "H", "H", "H", "H", "H", "H", "H", "H", "H", "H"], "xyz": [[0.05787, 0.42724, 0.45781], [2.52785, -0.26615, 2.55988], [3.74157, -0.57302, 1.32802], [3.07817, -0.35319, -0.30131], [4.07376, -1.60626, 1.42291], [4.55341, 0.13816, 1.46898], [-3.13049, 3.75597, -2.32324], [-1.05238, 3.16140, -2.03240], [-0.83835, 4.62301, -0.39793], [-0.19139, 4.53805, -3.49748], [-0.38153, 4.05103, -4.87167], [-1.51419, 4.44799, -5.57718], [-1.78955, 3.96593, -6.84269], [-0.90384, 3.08446, -7.43787], [0.23853, 2.70175, -6.76057], [0.51965, 3.15744, -5.47377], [1.72926, 2.67901, -4.78680], [1.42721, 0.88437, -3.53393], [1.63040, -0.37464, -5.32489], [3.65951, 0.75284, -3.34188], [-3.30864, 4.74344, -1.90398], [-3.77413, 3.03830, -1.82744], [-3.37272, 3.74339, -3.37849], [-1.11382, 5.58215, -0.82622], [0.18113, 4.64330, -0.05195], [-1.51752, 4.36366, 0.40132], [0.84899, 4.62144, -3.20469], [-0.69919, 5.48853, -3.33539], [-2.19719, 5.14601, -5.10763], [-2.69816, 4.26213, -7.35557], [-1.10252, 2.69986, -8.43154], [0.92945, 2.01445, -7.23242], [2.14154, 3.39957, -4.08857], [2.49318, 2.38917, -5.50961], [2.41786, 0.01679, -5.96336], [0.69362, -0.37309, -5.86489], [1.88711, -1.39255, -5.05089], [4.10000, 0.86575, -4.32651], [3.92574, -0.21985, -2.94403], [4.03166, 1.52955, -2.69206], [-1.77290, 1.57087, -3.50465], [-0.93839, 0.78260, -4.16570], [1.45783, -2.54694, 0.74014], [1.71062, -3.55233, 1.23361], [2.09702, -4.79760, 1.75164], [3.35886, -5.31074, 1.40674], [3.75336, -6.53596, 1.89290], [2.90792, -7.26695, 2.72213], [1.65640, -6.75770, 3.06265], [1.24375, -5.53400, 2.58506], [3.99985, -4.73329, 0.75481], [4.72466, -6.93294, 1.62823], [3.22170, -8.23089, 3.09794], [1.00563, -7.33253, 3.70719], [0.27677, -5.11946, 2.82993], [-3.96074, -0.46438, 0.90538], [-3.01489, 0.10968, 1.24956], [0.16547, -6.05314, -2.43519], [-0.11062, -4.78016, -2.89362], [0.21457, -3.63296, -2.14690], [0.00771, -2.42261, -2.61790], [-0.55016, -2.31807, -3.82245], [-0.84825, -3.44691, -4.56478], [-0.63070, -4.67989, -4.11583], [0.17805, -6.16456, -1.43316], [-0.30630, -6.78306, -2.94871], [0.63392, -3.70547, -1.15355], [-0.74369, -1.31473, -4.16514], [-1.27578, -3.38607, -5.55599], [4.06001, 2.91725, -0.41964], [2.24801, 3.13892, -0.21889], [2.14453, 4.49433, 0.27285], [1.78220, 2.11583, 0.68611], [1.70172, 2.96311, -1.57854], [4.51219, 3.35492, 0.46236], [4.34189, 3.47585, -1.30345], [4.31133, 1.87090, -0.52870], [2.01258, 3.44596, 5.45332], [1.60323, 2.14847, 5.17027], [0.52209, 1.91702, 4.35488], [-0.22659, 2.97163, 3.79106], [0.23234, 4.28070, 4.06480], [1.32215, 4.50295, 4.87732], [-1.25964, 2.67470, 2.97950], [-2.34992, 3.44079, 2.84599], [-3.16055, 3.28065, 1.69804], [-4.30620, 4.01960, 1.52495], [-4.71790, 4.94012, 2.48244], [-3.97848, 5.06294, 3.65123], [-2.82946, 4.33029, 3.83868], [2.86841, 3.62811, 6.09306], [2.14020, 1.30851, 5.60047], [0.20679, 0.90653, 4.13803], [-0.26346, 5.11712, 3.59078], [1.64365, 5.52254, 5.06811], [-2.85498, 2.55545, 0.95284], [-4.89785, 3.88817, 0.62738], [-5.61071, 5.53464, 2.32920], [-4.31413, 5.73299, 4.43785], [-2.28352, 4.40606, 4.76998], [-4.73125, -3.40674, 3.82436], [-3.29644, -3.38477, 4.33599], [-2.37442, -3.33521, 3.28861], [-1.62625, -1.91353, 2.80930], [-1.40102, -2.03506, 1.36689], [-2.74924, -0.06246, 3.80214], [-0.13849, -2.13767, 3.49427], [0.06996, -2.00004, 4.87149], [0.15645, -3.35275, 5.56997], [-5.42001, -3.50578, 4.66193], [-4.87027, -4.23793, 3.13744], [-4.93618, -2.47677, 3.29675], [-3.08952, -4.28957, 4.92702], [-3.17609, -2.50089, 4.98955], [-0.74243, -1.39254, 5.30670], [1.01502, -1.45979, 4.99850], [-0.75415, -3.92281, 5.40648], [0.30815, -3.21239, 6.63814], [0.99160, -3.91510, 5.16059]], "forces_ev_per_angstrom": [[-1.6, -1.1, 0.2], [0.1, 0.0, 0.4], [-0.1, 0.0, 0.0], [0.7, -0.3, -0.3], [0.0, 0.2, -0.1], [-0.1, -0.1, -0.1], [0.4, -0.3, 0.0], [-0.7, 1.4, -0.2], [0.1, -0.7, -0.2], [0.0, -0.3, 0.5], [-0.1, -0.1, -0.4], [-0.1, 0.0, -0.1], [-0.2, 0.0, -0.1], [0.0, -0.1, -0.2], [0.0, 0.0, 0.0], [-0.3, 0.2, -0.3], [0.1, -0.4, 0.5], [0.9, 0.1, -1.0], [-0.1, 0.1, 0.5], [-0.8, 0.0, 0.1], [0.1, 0.1, 0.1], [-0.1, -0.1, 0.2], [0.0, 0.0, -0.3], [-0.1, 0.0, -0.3], [0.1, 0.1, 0.1], [-0.1, -0.1, 0.1], [0.1, 0.1, 0.1], [-0.1, 0.0, 0.1], [0.0, 0.0, 0.0], [0.1, 0.0, 0.0], [0.0, 0.0, 0.0], [0.1, -0.1, 0.0], [0.1, 0.1, 0.0], [0.0, -0.1, 0.1], [0.1, 0.2, 0.0], [-0.2, 0.0, -0.2], [0.0, -0.2, 0.1], [-0.1, 0.0, -0.3], [0.1, -0.1, 0.1], [0.0, 0.2, 0.2], [1.2, -0.8, -0.6], [-1.0, 1.0, 0.7], [-0.2, -0.2, 0.1], [-0.2, 1.1, -0.5], [0.5, -1.4, 0.6], [-0.5, 0.4, 0.0], [0.1, -0.4, 0.2], [-0.1, 0.3, -0.1], [0.3, -0.5, 0.1], [0.1, 0.6, -0.4], [0.0, 0.0, 0.0], [0.0, 0.0, 0.0], [0.0, 0.0, 0.0], [-0.1, 0.0, 0.0], [-0.1, 0.1, 0.1], [0.9, 0.8, 0.4], [-1.5, -0.5, -2.4], [0.1, -0.2, 0.2], [-0.1, 0.4, -0.4], [0.0, -0.3, -0.1], [0.0, 0.0, 0.2], [0.0, -0.1, -0.2], [0.0, 0.1, 0.1], [0.2, -0.2, 0.4], [-0.1, -0.1, -0.1], [0.0, 0.1, 0.1], [0.0, -0.1, 0.0], [-0.1, 0.0, -0.1], [-0.1, 0.2, -0.1], [-1.0, 0.1, 0.2], [1.9, 0.6, -0.3], [0.1, 0.2, 0.0], [0.8, 0.8, 0.5], [0.1, 0.1, 0.0], [0.1, 0.0, 0.1], [0.1, 0.1, -0.1], [0.0, -0.1, 0.0], [0.4, 0.0, 0.3], [0.2, 0.0, 0.1], [0.0, -0.2, 0.0], [0.0, 0.2, 0.1], [0.0, 0.1, 0.0], [0.0, 0.1, 0.1], [0.2, -0.3, -0.9], [0.3, -0.2, 0.2], [-0.2, 0.0, -0.1], [-0.1, 0.1, 0.0], [-0.4, 0.2, -0.1], [0.0, 0.1, 0.1], [0.0, 0.1, 0.2], [0.0, 0.0, 0.0], [0.0, 0.0, 0.0], [-0.1, -0.1, 0.0], [-0.1, 0.0, 0.0], [0.0, 0.0, 0.0], [0.0, 0.0, 0.1], [0.0, 0.0, -0.1], [0.0, 0.0, 0.0], [0.0, 0.0, 0.0], [0.0, 0.1, 0.0], [0.4, 0.0, 0.0], [-0.6, 0.1, 0.8], [0.7, 0.5, -0.7], [-0.2, -1.2, 1.8], [0.2, 0.2, -0.9], [0.3, -0.4, 1.3], [-0.4, 0.0, -0.8], [-0.1, 0.2, 0.8], [0.0, 0.3, -0.3], [-0.1, 0.0, 0.1], [-0.1, -0.1, -0.1], [0.0, 0.1, 0.0], [0.0, 0.1, -0.1], [0.0, -0.4, -0.1], [0.3, -0.1, 0.0], [-0.1, 0.0, 0.1], [-0.1, -0.1, 0.0], [0.0, 0.0, 0.1], [0.2, -0.2, 0.0]], "lowdin_charge": [0.570, 0.614, -0.933, 0.576, 0.017, 0.033, -0.268, 1.536, -0.194, -0.256, -0.289, -0.066, -0.107, -0.109, -0.062, -0.284, -0.279, 1.464, -0.306, -0.300, 0.008, -0.002, -0.014, 0.018, -0.034, -0.015, 0.047, 0.069, 0.105, 0.091, 0.090, 0.103, 0.045, 0.057, -0.008, -0.011, -0.009, -0.009, -0.036, -0.037, -0.387, -0.413, 0.173, -0.158, -0.199, -0.026, -0.090, -0.085, -0.076, -0.011, 0.118, 0.100, 0.096, 0.105, 0.121, -0.064, -0.404, 0.101, -0.379, -0.071, 0.105, -0.150, -0.127, 0.100, 0.083, 0.082, 0.075, 0.057, 0.098, -0.144, 0.340, -0.338, -0.632, -0.557, 0.054, 0.051, -0.009, -0.158, -0.142, -0.083, -0.327, -0.050, -0.132, 0.020, -0.367, -0.104, -0.126, -0.161, -0.141, -0.056, 0.070, 0.084, 0.042, 0.104, 0.085, 0.060, 0.088, 0.069, 0.084, 0.098, -0.093, -0.419, -0.296, 0.210, -0.422, 0.821, -0.328, -0.355, -0.068, 0.066, 0.068, 0.049, 0.102, 0.024, 0.046, 0.098, 0.055, 0.071, 0.059]}



{"formula": "C4H20NO5S", "method": "ωB97M-V/def2-TZVPD", "e_lumo_ev": 2.96, "total_charge": -1, "relative_energy_kj_mol": 58.5, "homo_lumo_gap_ev": 5.81, "max_force_ev_per_a": 1.9, "elements": ["C", "N", "C", "C", "S", "C", "H", "H", "H", "H", "H", "H", "H", "H", "H", "H", "H", "H", "O", "H", "H", "O", "H", "H", "O", "H", "H", "O", "H", "H", "O"], "xyz": [[0.90071, 1.20451, -0.49446], [0.77640, 0.23986, 0.60552], [1.36952, -1.03593, 0.36177], [1.38427, -1.77290, 1.72956], [2.29747, -1.03739, 3.10823], [1.93596, 2.34694, -0.24551], [-0.05872, 1.68527, -0.66421], [1.21441, 0.62126, -1.35472], [1.12524, 0.62855, 1.47658], [0.86915, -1.67615, -0.36816], [2.35658, -1.01534, -0.15557], [0.36689, -1.84148, 2.12509], [1.75685, -2.77789, 1.51276], [1.60046, 3.25067, -0.76594], [2.95869, 2.24525, -0.58131], [1.86971, 2.49964, 0.82801], [-2.21695, -2.35430, 1.66437], [-1.22328, -1.28888, 1.20293], [-2.07078, -1.69770, 0.98942], [-0.82975, 0.27828, -3.18882], [-0.07515, 1.47421, -3.17074], [0.08864, 0.55161, -3.37976], [-1.42846, -1.61535, -1.26052], [-2.48541, -2.51216, -0.68555], [-2.08879, -2.25858, -1.52028], [-2.41783, -0.21661, -1.89605], [-1.35938, 0.67278, -0.94518], [-1.98165, 0.61021, -1.67701], [-2.27400, 1.63561, 2.57204], [-0.75145, 1.67579, 2.27943], [-1.60939, 1.48022, 1.89808]], "forces_ev_per_angstrom": [[1.4, -0.3, 0.4], [-0.7, 1.0, -1.1], [0.9, -0.9, 0.9], [0.4, -0.3, -0.5], [0.3, 0.5, -0.1], [-1.3, 0.1, 0.0], [0.0, 0.3, -0.2], [-0.4, 0.2, -0.3], [0.3, -0.4, 0.2], [-1.1, 0.2, 0.0], [0.2, 0.4, 0.9], [-0.2, -0.3, -0.5], [-0.1, -0.1, 0.2], [-0.2, 0.1, 0.2], [0.2, -0.8, 0.2], [0.5, 0.5, 0.2], [0.1, -0.2, 0.5], [0.3, 0.3, 0.1], [-0.4, 0.1, 0.2], [0.6, -0.4, 0.0], [0.6, 0.4, 0.0], [-0.8, 0.0, -0.6], [0.3, -0.2, 0.3], [0.1, 0.2, 0.3], [-0.3, -0.3, -1.3], [0.2, -0.5, 1.1], [-0.4, -1.0, 0.3], [-0.6, 1.4, -1.1], [0.1, 0.1, 0.2], [0.1, -0.2, 0.2], [-0.3, 0.1, -0.4]], "lowdin_charge": [-0.277, -0.111, -0.347, -0.777, 0.109, -0.066, 0.074, 0.086, 0.027, 0.092, 0.111, -0.001, 0.034, 0.059, 0.059, 0.062, 0.050, 0.014, -0.052, 0.014, 0.025, -0.088, -0.004, 0.012, -0.076, 0.028, 0.008, -0.066, 0.031, 0.026, -0.056]}